Below is a cluster of 5 separate species, C20H56BF4N4O4 in total at a distorted geometry, with properties calculated with ωB97M-V/def2-TZVPD.

Properties
E_LUMO = -0.2366 hartree
spin multiplicity = 1
orbital gap = 10.312 eV
net charge = +3

Last column: Mulliken charge in e.
CARTESIAN COORDINATES (ANGSTROEM)
H -1.8683 -2.4135 -6.1086  0.30
H -5.3355 1.4864 -0.9302  0.27
C -0.0533 6.3917 -0.5212  -0.95
N 2.8556 -0.8386 3.5494  0.04
H -4.3849 -0.5781 3.2595  0.36
N 1.1660 -4.3933 -4.1238  -0.09
C -5.4373 0.2295 0.8477  -0.43
H 3.0560 -2.9063 3.9360  0.41
H 2.2647 7.3397 -0.1186  0.35
H -0.2943 2.6703 0.5753  -0.17
H 1.4237 3.9689 0.0487  0.31
C 2.4106 0.2257 2.5821  -1.14
H -3.0746 1.0196 -0.4720  0.47
F -0.9549 -1.6031 -1.2181  -0.41
O 3.5395 -1.6994 0.7838  -0.52
C -3.8963 0.2601 2.7722  -0.84
H 1.7572 -2.8434 -2.7192  0.50
C 2.8080 -2.2781 3.0844  -0.25
B 0.0472 -1.3511 -0.2779  0.74
H -3.4168 2.2462 0.8116  0.49
H -2.8458 0.1911 3.0550  0.29
H 2.7795 6.3405 1.2719  0.37
H 3.2458 -4.0694 -4.2863  0.39
H 1.3712 0.0296 2.3252  0.32
H 1.0929 6.1985 2.6554  0.43
H 2.4837 1.1426 3.1656  0.56
H -0.9123 3.9223 -0.2872  0.36
H -4.2952 1.2461 2.9960  0.43
H -1.5004 3.4477 2.4241  0.34
H -5.6884 -0.7298 -2.1095  0.29
H 0.5417 -3.0396 -6.3365  0.27
C 4.2927 -0.4987 3.9334  -0.91
H 4.7311 -2.4812 2.1396  0.44
F -0.2935 -1.8606 1.0074  -0.41
C -3.1355 1.2181 0.5951  -1.15
F 0.2095 0.0492 -0.1689  -0.34
H 2.1831 -5.2214 -2.5208  0.41
C -3.4910 -1.2085 0.8676  -1.11
H 1.7791 -2.4337 2.7504  0.26
H 4.6451 -1.2653 4.6211  0.36
O -1.5194 4.0602 1.6811  -0.51
C 0.8008 4.3836 0.8482  -0.72
H -0.7084 -4.0927 -6.9456  0.47
H 0.4234 7.6426 1.7930  0.38
H 0.3693 -5.6289 -5.5844  0.46
H 3.5169 -3.6115 1.5828  0.39
H 4.8158 -0.5756 2.9859  0.43
C 0.4189 6.5630 1.8839  -0.85
N 0.8567 5.8695 0.5799  -0.12
H -5.9070 -0.6949 1.1681  0.42
H -4.2421 -1.9501 1.1205  0.29
H -6.8175 0.4242 -0.7472  0.49
H -2.1110 1.0940 0.9536  0.20
C 0.0100 -4.7437 -5.0640  -0.44
H -0.5471 6.1004 2.0722  0.38
O -1.3209 -2.8047 -5.4181  -0.46
H -5.7706 1.0877 1.4347  0.36
H 0.1561 7.4543 -0.5742  0.44
C 2.2782 6.3421 0.3103  -0.78
N -3.9515 0.1708 1.2763  0.24
H 0.3746 -5.2666 -2.3440  0.37
H 0.0542 -2.8254 -3.1917  0.58
O -5.0526 -0.3949 -1.4694  -0.43
H 2.3626 -4.0275 -5.8229  0.38
H 2.3424 -1.2815 5.5431  0.42
C -5.7408 0.5201 -0.6059  -0.62
H 0.9718 -1.0375 4.4246  0.34
H 2.9591 0.3368 1.6531  0.35
H 2.6871 -1.7786 0.2870  0.52
C -0.3455 -3.6076 -6.0350  -0.63
C 1.2302 -5.4183 -2.9984  -0.91
H 2.6757 5.6560 -0.4346  0.40
H -3.3126 -1.1871 -0.2023  0.52
C -0.5510 3.7291 0.7275  0.10
H -0.8328 -4.9825 -4.4208  0.45
H 1.3628 4.1804 1.7596  0.52
H -1.0899 6.1949 -0.2680  0.36
H -2.5879 -1.4428 1.4294  0.40
H 1.7940 0.3489 5.0446  0.34
H 4.3326 0.4585 4.4428  0.36
C 1.0657 -3.0255 -3.5376  -1.38
C 1.9567 -0.6775 4.7253  -0.81
H 2.7013 -5.5532 -5.1659  0.38
H 1.3058 -2.3270 -4.3377  0.34
C 2.4526 -4.5379 -4.8619  -0.85
F 1.2901 -1.9711 -0.5386  -0.56
C 3.6737 -2.5680 1.8723  -0.81
H 1.1151 -6.3959 -3.4585  0.39
H 0.2486 5.8807 -1.4329  0.41